# 1
Entry from the OMol25 dataset: 16 unconnected molecules or ions with the total composition C88H202B5F20N11O2 (ωB97M-V with the def2-TZVPD basis set).

Geometry as XYZ:
```
328
Properties=species:S:1:pos:R:3:lowdin_charge:R:1
C 6.958 4.592 1.188 -0.086
C 7.424 3.288 1.711 -0.269
C 7.341 2.196 0.728 -0.119
N 7.484 0.787 1.318 -0.239
C 6.095 0.517 1.712 -0.016
C 8.409 0.711 2.543 -0.058
C 9.756 0.513 1.836 -0.115
C 9.472 -0.126 0.476 -0.167
C 8.000 -0.226 0.297 -0.097
H 7.627 4.943 0.423 0.087
H 6.903 5.393 1.919 0.090
H 5.963 4.569 0.744 0.074
H 6.843 3.070 2.613 0.120
H 8.450 3.394 2.105 0.131
H 8.093 2.280 -0.058 0.151
H 6.368 2.265 0.275 0.129
H 5.609 1.287 2.285 0.109
H 5.997 -0.401 2.270 0.105
H 5.592 0.353 0.770 0.098
H 8.106 -0.127 3.179 0.144
H 8.413 1.606 3.112 0.105
H 10.434 -0.054 2.485 0.133
H 10.221 1.494 1.612 0.130
H 9.956 -1.108 0.243 0.142
H 9.862 0.425 -0.395 0.122
H 7.612 -1.187 0.669 0.144
H 7.673 -0.084 -0.727 0.138
C -3.866 3.693 5.950 -0.070
C -3.246 3.642 7.352 -0.220
C -1.758 3.600 7.296 -0.115
N -1.014 3.349 8.634 -0.273
C -1.374 2.017 9.112 0.021
C -1.196 4.353 9.752 -0.063
C 0.094 4.215 10.604 -0.134
C 1.103 3.532 9.753 -0.152
C 0.498 3.450 8.358 -0.071
H -4.944 3.754 5.920 0.075
H -3.547 2.860 5.362 0.049
H -3.478 4.562 5.458 0.071
H -3.616 2.766 7.893 0.073
H -3.553 4.496 8.002 0.136
H -1.271 4.533 6.971 0.139
H -1.401 2.806 6.604 0.129
H -1.321 1.299 8.268 0.121
H -2.410 2.106 9.456 0.105
H -0.710 1.790 9.946 0.112
H -2.113 4.114 10.301 0.142
H -1.265 5.336 9.353 0.128
H -0.126 3.641 11.481 0.117
H 0.424 5.164 10.976 0.123
H 1.244 2.502 10.137 0.126
H 2.083 3.969 9.648 0.125
H 0.774 2.588 7.725 0.142
H 0.574 4.329 7.765 0.119
C 6.418 -2.383 -8.087 -0.069
C 6.646 -2.461 -6.543 -0.196
C 5.382 -2.116 -5.740 -0.137
N 5.277 -2.724 -4.402 -0.300
C 6.512 -2.475 -3.620 0.027
C 5.050 -4.203 -4.581 -0.075
C 3.559 -4.255 -4.990 -0.135
C 2.877 -3.136 -4.209 -0.130
C 4.039 -2.294 -3.648 -0.079
H 7.391 -2.380 -8.607 0.091
H 5.952 -1.426 -8.385 0.084
H 5.838 -3.186 -8.508 0.070
H 7.294 -1.654 -6.380 0.094
H 7.013 -3.442 -6.256 0.104
H 4.420 -2.338 -6.254 0.140
H 5.335 -1.044 -5.491 0.142
H 6.458 -2.949 -2.621 0.122
H 6.724 -1.402 -3.621 0.116
H 7.279 -2.988 -4.241 0.111
H 5.222 -4.720 -3.590 0.155
H 5.675 -4.734 -5.299 0.136
H 3.115 -5.167 -4.682 0.063
H 3.313 -4.132 -6.082 0.143
H 2.326 -3.479 -3.352 0.088
H 2.221 -2.496 -4.840 0.122
H 4.201 -2.610 -2.602 0.103
H 3.896 -1.246 -3.578 0.131
C -8.866 8.343 -1.557 -0.070
C -8.365 6.889 -1.342 -0.240
C -9.466 5.892 -1.638 -0.130
N -9.083 4.414 -1.586 -0.280
C -8.345 4.023 -2.874 0.039
C -10.339 3.555 -1.555 -0.061
C -9.787 2.214 -0.979 -0.124
C -8.505 2.528 -0.182 -0.135
C -8.271 4.003 -0.385 -0.124
H -7.960 8.945 -1.373 0.090
H -9.772 8.572 -0.962 0.096
H -9.237 8.495 -2.558 0.073
H -7.908 6.763 -0.361 0.105
H -7.523 6.656 -2.013 0.110
H -9.975 6.042 -2.631 0.161
H -10.248 5.911 -0.837 0.146
H -8.246 2.900 -2.914 0.125
H -7.333 4.441 -2.808 0.107
H -8.913 4.312 -3.747 0.108
H -10.616 3.580 -2.620 0.138
H -11.128 4.027 -0.968 0.138
H -9.643 1.551 -1.816 0.108
H -10.468 1.697 -0.376 0.098
H -7.633 1.892 -0.537 0.132
H -8.605 2.313 0.900 0.122
H -7.243 4.235 -0.539 0.119
H -8.526 4.649 0.468 0.144
C 2.126 -2.719 8.530 -0.050
C 1.545 -2.742 7.050 -0.198
C 2.635 -3.274 6.142 -0.161
N 2.312 -3.210 4.703 -0.222
C 2.498 -1.815 4.194 0.015
C 0.840 -3.615 4.358 -0.051
C 1.046 -4.346 3.082 -0.177
C 2.297 -5.113 3.262 -0.148
C 3.273 -4.132 3.904 -0.056
H 2.466 -3.701 8.902 0.092
H 1.338 -2.488 9.215 0.063
H 2.887 -1.961 8.543 0.068
H 1.253 -1.739 6.735 0.098
H 0.748 -3.437 6.988 0.090
H 2.795 -4.310 6.393 0.141
H 3.494 -2.688 6.406 0.132
H 3.513 -1.451 4.330 0.117
H 1.788 -1.233 4.764 0.081
H 2.157 -1.740 3.164 0.077
H 0.272 -2.694 4.400 0.116
H 0.529 -4.289 5.151 0.133
H 1.166 -3.633 2.261 0.103
H 0.148 -4.901 2.780 0.137
H 2.670 -5.500 2.322 0.108
H 2.203 -6.016 3.882 0.134
H 3.784 -3.474 3.140 0.126
H 4.035 -4.602 4.522 0.133
C 4.318 10.178 -3.492 -0.100
C 3.750 9.124 -2.544 -0.224
C 3.155 9.839 -1.293 -0.104
N 2.633 8.868 -0.276 -0.294
C 1.943 9.664 0.750 0.006
C 3.718 8.071 0.406 -0.077
C 2.965 6.884 1.079 -0.123
C 1.587 6.745 0.352 -0.122
C 1.676 7.806 -0.757 -0.088
H 3.613 11.018 -3.681 0.091
H 4.540 9.703 -4.502 0.098
H 5.296 10.622 -3.243 0.086
H 4.457 8.390 -2.187 0.091
H 2.987 8.503 -3.108 0.123
H 2.406 10.530 -1.566 0.124
H 3.979 10.375 -0.782 0.156
H 1.553 8.990 1.533 0.111
H 1.106 10.225 0.376 0.115
H 2.695 10.298 1.236 0.125
H 4.302 8.724 1.110 0.157
H 4.359 7.737 -0.430 0.126
H 2.720 7.056 2.155 0.123
H 3.618 6.048 0.886 0.088
H 0.786 6.946 1.081 0.111
H 1.512 5.715 -0.076 0.107
H 0.715 8.221 -1.014 0.138
H 2.073 7.365 -1.687 0.116
C -5.592 0.979 7.753 -0.097
C -5.183 0.007 6.658 -0.195
C -6.460 -0.245 5.795 -0.071
N -6.124 -0.964 4.455 -0.250
C -5.488 0.010 3.599 0.008
C -7.425 -1.528 3.870 -0.097
C -7.676 -2.788 4.567 -0.133
C -6.311 -3.212 5.242 -0.105
C -5.296 -2.197 4.763 -0.085
H -5.885 1.964 7.461 0.066
H -4.836 1.011 8.562 0.086
H -6.467 0.717 8.304 0.076
H -4.718 -0.889 7.031 0.103
H -4.365 0.481 6.063 0.098
H -6.892 0.707 5.583 0.120
H -7.196 -0.904 6.311 0.145
H -6.190 0.849 3.599 0.115
H -5.592 -0.276 2.567 0.081
H -4.482 0.304 3.914 0.110
H -7.272 -1.665 2.835 0.123
H -8.197 -0.811 4.127 0.143
H -8.225 -3.486 3.961 0.127
H -8.284 -2.553 5.420 0.103
H -5.999 -4.220 5.002 0.113
H -6.507 -3.176 6.366 0.141
H -4.876 -2.538 3.846 0.130
H -4.517 -1.950 5.475 0.118
C -2.089 3.260 1.360 -0.091
C -1.267 2.033 1.611 -0.240
C -0.595 1.575 0.350 -0.111
N 0.200 0.287 0.426 -0.192
C 1.367 0.315 1.310 -0.003
C 0.642 -0.195 -0.967 -0.075
C -0.363 -1.239 -1.432 -0.140
C -0.642 -2.035 -0.144 -0.153
C -0.742 -0.999 0.878 -0.025
H -1.519 4.106 0.921 0.085
H -2.565 3.541 2.281 0.065
H -2.863 3.105 0.591 0.086
H -1.950 1.362 2.049 0.089
H -0.480 2.266 2.341 0.121
H 0.163 2.305 -0.077 0.149
H -1.367 1.405 -0.396 0.140
H 2.026 1.100 0.972 0.109
H 1.856 -0.640 1.369 0.082
H 1.098 0.708 2.269 0.086
H 1.619 -0.717 -0.929 0.124
H 0.758 0.727 -1.505 0.118
H 0.068 -1.884 -2.185 0.093
H -1.226 -0.836 -1.927 0.112
H 0.122 -2.781 -0.103 0.096
H -1.599 -2.588 -0.295 0.131
H -0.424 -1.296 1.863 0.099
H -1.700 -0.564 1.076 0.106
C -3.618 -5.982 1.005 -0.068
C -4.850 -5.616 0.121 -0.206
C -4.390 -5.551 -1.339 -0.119
N -5.478 -5.243 -2.392 -0.234
C -6.471 -6.326 -2.332 -0.008
C -4.930 -5.052 -3.786 -0.109
C -5.742 -3.998 -4.500 -0.128
C -5.927 -3.029 -3.329 -0.158
C -6.189 -3.855 -2.080 -0.044
H -3.234 -6.942 0.754 0.064
H -3.940 -6.112 2.064 0.084
H -2.856 -5.224 0.984 0.059
H -5.362 -4.665 0.359 0.101
H -5.644 -6.369 0.153 0.106
H -3.977 -6.520 -1.577 0.130
H -3.632 -4.757 -1.459 0.143
H -7.204 -6.161 -1.548 0.104
H -5.978 -7.299 -2.227 0.122
H -7.045 -6.271 -3.262 0.116
H -5.033 -6.067 -4.257 0.155
H -3.898 -4.779 -3.690 0.114
H -6.653 -4.442 -4.950 0.126
H -5.244 -3.452 -5.345 0.143
H -6.766 -2.339 -3.475 0.129
H -5.052 -2.428 -3.171 0.104
H -7.253 -4.032 -1.899 0.135
H -5.688 -3.379 -1.239 0.095
C 2.513 3.512 -9.338 -0.037
C 1.572 3.160 -8.202 -0.164
N 1.843 3.987 -7.014 -0.286
C 3.260 3.819 -6.599 0.004
C 1.671 5.472 -7.252 -0.184
C 0.412 5.776 -8.006 -0.059
C 0.892 3.651 -5.856 -0.042
C 0.916 2.199 -5.380 -0.207
O 0.237 1.416 -6.325 -0.210
C 0.010 0.050 -5.957 -0.049
H 2.225 3.003 -10.222 0.089
H 3.563 3.323 -9.114 0.079
H 2.678 4.570 -9.506 0.082
H 1.784 2.148 -7.812 0.132
H 0.489 3.214 -8.415 0.146
H 3.469 2.748 -6.508 0.111
H 3.427 4.262 -5.616 0.111
H 4.025 4.184 -7.306 0.116
H 2.525 5.886 -7.816 0.137
H 1.691 5.959 -6.257 0.139
H 0.192 6.840 -7.852 0.102
H -0.461 5.171 -7.684 0.090
H 0.567 5.677 -9.088 0.095
H -0.090 3.884 -6.259 0.127
H 1.195 4.380 -5.054 0.143
H 0.363 2.237 -4.440 0.134
H 1.886 1.804 -5.131 0.111
H -0.633 -0.082 -5.126 0.079
H 0.997 -0.478 -5.900 0.089
H -0.339 -0.376 -6.900 0.102
C 3.726 -10.722 -2.530 -0.038
C 3.856 -9.247 -2.100 -0.148
N 2.736 -8.361 -2.579 -0.270
C 1.428 -8.910 -2.281 0.009
C 2.780 -6.960 -1.975 -0.156
C 2.416 -6.814 -0.528 -0.044
C 2.994 -8.082 -4.024 -0.092
C 1.810 -8.172 -4.942 -0.195
O 1.665 -9.568 -5.182 -0.214
C 0.410 -9.918 -5.820 -0.044
H 4.697 -11.208 -2.418 0.095
H 3.479 -10.831 -3.585 0.076
H 2.970 -11.320 -1.944 0.109
H 4.808 -8.849 -2.509 0.146
H 3.939 -9.150 -1.064 0.104
H 1.253 -9.844 -2.762 0.101
H 0.708 -8.159 -2.558 0.106
H 1.460 -9.186 -1.199 0.138
H 2.098 -6.428 -2.641 0.124
H 3.797 -6.681 -2.175 0.120
H 2.889 -7.436 0.199 0.076
H 1.329 -6.863 -0.431 0.090
H 2.683 -5.759 -0.233 0.088
H 3.750 -8.860 -4.322 0.154
H 3.388 -7.081 -4.097 0.095
H 1.915 -7.649 -5.905 0.148
H 0.856 -7.823 -4.544 0.112
H 0.501 -9.778 -6.892 0.097
H -0.448 -9.388 -5.371 0.098
H 0.276 -10.954 -5.580 0.087
B 3.602 -2.834 -0.114 -1.252
F 3.114 -2.766 1.271 0.031
F 4.393 -3.959 -0.217 0.135
F 2.502 -2.899 -0.991 0.118
F 4.360 -1.679 -0.353 0.100
B -0.603 -4.744 -3.501 -1.144
F -0.498 -3.767 -2.420 0.041
F 0.714 -4.896 -4.035 0.074
F -1.104 -5.946 -2.963 0.088
F -1.490 -4.256 -4.504 0.081
B -0.797 0.221 5.235 -1.250
F -2.118 0.690 5.035 0.081
F 0.201 1.267 5.348 0.046
F -0.801 -0.403 6.479 0.111
F -0.499 -0.607 4.142 0.101
B -4.774 -0.884 -0.123 -1.214
F -4.086 0.191 0.525 0.068
F -3.939 -1.565 -1.102 0.049
F -5.076 -1.883 0.843 0.066
F -5.896 -0.389 -0.747 0.132
B 2.467 4.092 -2.278 -1.302
F 3.349 4.177 -1.093 0.006
F 2.786 3.028 -3.039 0.169
F 1.175 4.046 -1.723 0.084
F 2.597 5.249 -3.027 0.114
```

LUMO energy: -8.30 eV
Charge: +6
Largest force on an atom: 3.54 eV Å⁻¹
HOMO energy: -17.8 eV
Molecular weight: 1880.68 g/mol

---

# 2
Entry from the OMol25 dataset: a gas-phase ion, C8H8N3O (charge +1) (ωB97M-V with the def2-TZVPD basis set).

Geometry as XYZ:
```
20
Properties=species:S:1:pos:R:3:lowdin_charge:R:1
C -1.018 -1.729 0.967 0.054
C -0.225 3.109 -0.526 -0.012
C 0.907 2.383 -0.847 0.004
C -1.260 2.445 0.052 -0.024
C 0.975 1.056 -0.599 0.015
C -1.120 1.128 0.456 0.024
C 0.024 -0.981 0.119 -0.076
C 1.191 -1.839 -0.251 -0.514
N -1.660 -2.289 1.755 0.315
N -0.011 0.390 0.040 -0.007
N 1.107 -3.179 -0.363 0.192
O 2.197 -1.280 -0.596 0.057
H -0.351 4.117 -0.704 0.107
H 1.656 2.994 -1.268 0.120
H -2.256 2.791 0.332 0.133
H 1.809 0.345 -1.045 0.173
H -2.005 0.770 0.955 0.133
H -2.485 -2.746 1.907 0.096
H 0.538 -3.818 0.088 0.078
H 1.987 -3.668 -0.470 0.134
```

SMILES: N=C=C(C(N)=O)[n+]1ccccc1
ΔE to the lowest compared entry with this formula, charge and spin: 124.5 kJ/mol
LUMO energy: -4.42 eV
Charge: +1
Largest force on an atom: 7.63 eV Å⁻¹
HOMO energy: -12.5 eV
Molecular weight: 162.17 g/mol

---

# 3
Entry from the OMol25 dataset: 2 unconnected molecules or ions with the total composition C36H45ClI2N6OS (ωB97M-V with the def2-TZVPD basis set).

Geometry as XYZ:
```
92
Properties=species:S:1:pos:R:3:lowdin_charge:R:1
C -5.393 -5.778 0.494 -0.166
C -4.202 -4.778 1.086 -0.308
C -2.830 -4.827 0.138 -0.689
I -2.005 -6.852 0.184 0.823
C -1.688 -3.742 0.678 -0.112
C -1.555 -3.630 2.331 0.027
C -0.482 -2.541 2.922 -0.128
C -0.336 -2.383 4.565 -0.142
C -1.678 -1.609 5.116 -0.328
C -3.116 -2.426 5.131 -0.084
N -1.547 -0.305 5.524 0.071
C 0.392 -1.647 1.861 -0.294
C 0.317 -1.753 0.214 -0.051
C -0.779 -2.862 -0.390 -0.053
N -0.850 -2.962 -1.898 -0.112
C -2.087 -2.311 -2.477 -0.084
C -0.626 -4.368 -2.409 -0.300
C 0.725 -5.233 -1.941 -0.062
O -1.475 -5.050 -3.216 -0.086
N 1.133 -0.897 -0.729 -0.101
C 2.496 -1.480 -1.028 -0.095
C 2.805 -2.562 -2.267 0.008
C 4.358 -3.025 -2.420 -0.124
N 5.573 -2.689 -1.624 -0.039
C 5.371 -1.727 -0.503 -0.099
C 3.895 -1.111 -0.211 0.012
C 1.189 0.555 -0.307 -0.105
C 1.413 1.076 1.265 -0.361
C 1.438 2.651 1.720 -0.019
C 1.212 3.776 0.527 -0.059
C 1.178 5.382 0.942 -0.240
N 1.760 5.628 2.331 -0.165
C 3.186 6.111 2.048 -0.150
C 0.984 3.323 -1.065 -0.040
C 0.745 4.550 -2.137 -0.164
C 2.183 5.308 -2.521 -0.254
C 2.506 5.167 -4.132 -0.545
Cl 3.723 3.782 -4.475 0.429
C 0.969 1.706 -1.481 -0.002
C 0.693 1.324 -3.051 -0.175
C -0.873 1.549 -3.539 -0.291
C -1.083 0.718 -4.965 -0.623
I -0.512 2.025 -6.681 0.623
S 1.603 -0.335 2.540 0.804
H -6.447 -5.273 0.550 0.077
H -5.134 -6.026 -0.621 0.069
H -5.421 -6.812 1.070 0.077
H -3.981 -5.161 2.194 0.098
H -4.685 -3.708 1.135 0.116
H -3.144 -4.443 -0.940 0.090
H -2.200 -4.244 3.092 0.088
H -0.300 -3.490 5.007 0.127
H 0.680 -1.880 4.892 0.106
H -3.574 -2.279 4.041 0.093
H -3.015 -3.560 5.411 0.081
H -3.799 -1.888 5.944 0.090
H -2.535 -0.027 5.804 0.043
H -3.046 -2.405 -1.773 0.107
H -2.336 -2.614 -3.582 0.111
H -1.859 -1.140 -2.508 0.088
H 1.030 -4.960 -0.835 0.089
H 0.417 -6.361 -1.973 0.060
H 1.608 -5.074 -2.720 0.080
H 1.937 -2.935 -2.992 0.084
H 4.555 -3.768 -3.336 0.105
H 6.291 -1.386 0.171 0.112
H 3.809 -0.320 0.673 0.066
H 1.612 2.946 2.859 0.099
H 0.019 5.651 1.034 0.137
H 1.706 6.039 0.130 0.098
H 1.230 6.465 2.688 0.100
H 3.164 7.265 1.789 0.098
H 3.589 5.510 1.109 0.095
H 3.903 5.863 2.952 0.092
H 0.291 4.213 -3.168 0.086
H 0.059 5.395 -1.653 0.121
H 3.081 4.899 -1.883 0.110
H 2.091 6.479 -2.306 0.114
H 3.029 6.174 -4.494 0.088
H 1.533 5.031 -4.794 0.087
H 0.946 0.186 -3.266 0.111
H 1.396 1.984 -3.715 0.087
H -1.673 1.208 -2.754 0.106
H -1.122 2.678 -3.800 0.078
H -0.428 -0.252 -5.021 0.056
H -2.234 0.464 -5.154 0.066
C -1.139 4.141 4.223 -0.079
C -2.544 4.598 3.867 -0.211
N -3.710 4.977 3.572 0.075
H -0.938 4.341 5.279 0.078
H -1.037 3.068 4.037 0.071
H -0.407 4.679 3.613 0.038
```

SMILES: [H]/N=C(\C)Cc1cc([C@@H](I)CC)c(N(C)C(C)=O)c2c1Sc1cc(CNC)c(CCCCl)c(CCCI)c1N2c1ccncc1.CC#N
LUMO energy: -0.67 eV
Charge: 0
Largest force on an atom: 10.09 eV Å⁻¹
HOMO energy: -8.0 eV
Molecular weight: 899.13 g/mol

---

no.,Kohn-Sham gap (eV),total energy (Eh)
1,9.537,-6347.60990
2,8.090,-548.81640
3,7.377,-3255.16360